w:
The molecule C6H7NO2S, computed with wB97M-V/def2-TZVPD.

Each line ends with the natural charge from an NBO analysis.
Atoms and positions in Å:
C (0.69213, 2.55335, 0.26982)  -0.26
O (-0.14169, 1.74923, -0.63567)  -0.52
C (-0.80708, 0.67991, -0.22069)  0.28
C (-2.14530, 0.69901, -0.14752)  -0.46
S (-2.83402, -0.84091, 0.17882)  0.41
C (-1.25950, -1.63516, 0.00028)  -0.35
C (-0.26866, -0.72063, -0.08372)  -0.21
C (1.14950, -1.13239, 0.04993)  0.66
N (1.50441, -2.42788, -0.19121)  -0.85
O (1.92180, -0.28163, 0.35932)  -0.59
H (1.28484, 1.98487, 1.03156)  0.21
H (-0.05215, 3.20766, 0.89502)  0.17
H (1.44795, 3.10272, -0.35376)  0.21
H (-2.73540, 1.69871, -0.16185)  0.26
H (-1.00952, -2.73517, -0.09796)  0.23
H (2.50809, -2.68725, -0.50457)  0.43
H (0.74460, -3.21444, -0.38779)  0.39

## Properties
* SMILES: COc1cscc1C(N)=O
* HOMO-LUMO gap: 0.3433 Ha


x:
A cluster of 2 separate species, C6H7NO2S in total, computed with wB97M-V/def2-TZVPD.

Each line ends with the natural charge from an NBO analysis.
Atoms and positions in Å:
C (-0.97054, 1.68751, -0.87712)  -0.43
C (-0.00273, 0.73312, -0.85995)  0.16
C (-1.09844, 2.00791, 1.89974)  -0.19
C (-1.15053, -1.94355, 2.89119)  1.03
C (0.42412, 0.16801, -2.20097)  -0.66
C (1.43107, -0.68833, 0.46832)  -0.46
N (0.32294, 0.20134, 0.25862)  -0.36
O (-0.31128, -1.44172, 3.44945)  -0.49
O (-1.99936, -2.46369, 2.30286)  -0.53
S (-1.87144, 2.24700, 0.49686)  0.40
H (-1.37831, 2.10087, -1.87635)  0.23
H (0.75260, 0.88728, -2.89621)  0.23
H (1.19565, -0.52251, -2.03794)  0.22
H (-0.44528, -0.20953, -2.71025)  0.23
H (1.13340, -1.68163, 0.17992)  0.21
H (2.30876, -0.40990, -0.11464)  0.19
H (1.65938, -0.67218, 1.62647)  0.23

## Properties
* HOMO-LUMO gap (spin up / spin down): 0.2956 / 0.2333 Ha


w comes first in stability; the runner-up is 0.1465 hartree higher.


w:
A structure of composition C4H5NOS, computed with wB97M-V/def2-TZVPD.

Each line ends with the natural charge from an NBO analysis.
Atoms and positions in Å:
C (-0.49877, -0.15854, 1.51958)  -0.09
C (1.30903, -0.52283, -0.40225)  0.01
C (0.00239, -0.86188, -0.85367)  -0.37
C (-0.97915, -0.53558, 0.14565)  -0.28
H (-0.50546, -1.34638, 1.81636)  0.17
H (-1.18833, 0.46323, 2.05054)  0.22
H (2.25208, -0.32252, -1.44797)  0.21
H (-0.01980, -1.62660, -1.66834)  0.27
H (-2.01044, -0.91027, 0.08442)  0.26
N (1.71960, 0.16825, 0.61179)  -0.08
O (0.78005, 0.42112, 1.61784)  -0.36
S (-0.98791, 0.72930, -1.28225)  0.02

## Properties
* HOMO-LUMO gap: 0.3389 Ha


x:
The molecule C4H5NOS, computed with wB97M-V/def2-TZVPD.

Each line ends with the natural charge from an NBO analysis.
Atoms and positions in Å:
C (-2.05323, -1.42864, -0.31856)  -0.79
S (-1.54441, 0.18359, -0.75423)  0.29
C (0.10952, 0.21443, -0.10526)  -0.34
C (1.24611, -0.64878, -0.26721)  -0.05
N (2.25997, -0.20836, 0.46073)  -0.11
O (1.82758, 0.92922, 1.10600)  -0.26
C (0.59642, 1.22027, 0.70375)  0.14
H (-1.49285, -2.33604, -0.70511)  0.22
H (-3.12944, -1.55663, -0.56031)  0.24
H (-1.94069, -1.59808, 0.72574)  0.22
H (1.26062, -1.62335, -0.72862)  0.23
H (0.17952, 2.05769, 1.18648)  0.21

## Properties
* SMILES: CSc1cnoc1
* HOMO-LUMO gap: 0.3497 Ha


x comes first in stability; the runner-up is 0.1001 hartree higher.


w:
The molecule C4H5NOS, computed with wB97M-V/def2-TZVPD.

Each line ends with the natural charge from an NBO analysis.
Atoms and positions in Å:
C (0.66732, -1.31524, 0.00606)  -0.31
C (-0.34537, -0.41389, 0.32855)  -0.32
C (2.02871, -0.93770, -0.17538)  -0.56
C (-0.41409, 0.89750, 0.52860)  0.20
N (-0.53648, 1.91419, -0.31347)  -0.72
O (4.06917, 0.55751, -0.06020)  -0.94
S (2.68329, 0.51927, 0.13172)  1.16
H (0.50450, -2.41666, 0.03046)  0.23
H (-1.25445, -0.80660, 0.77526)  0.27
H (2.71983, -1.68144, -0.50872)  0.24
H (-0.59970, 1.81991, -1.37086)  0.37
H (-0.89549, 2.84208, -0.04178)  0.40

## Properties
* HOMO-LUMO gap (spin up / spin down): 0.2558 / 0.2559 Ha


x:
The molecule C4H5NOS, computed with wB97M-V/def2-TZVPD.

Each line ends with the natural charge from an NBO analysis.
Atoms and positions in Å:
N (1.36617, -1.53853, -0.42978)  -0.77
C (0.08084, -1.05345, 0.27093)  0.16
C (-0.38499, 0.32088, 0.10060)  -0.35
C (0.56970, 1.45117, -0.20121)  0.43
O (0.20781, 2.57216, -0.14736)  -0.52
C (-1.70506, 0.82454, 0.08306)  -0.22
S (-3.04135, -0.26603, -0.25077)  -0.07
H (2.19465, -1.03545, -0.26570)  0.38
H (1.52692, -2.55596, 0.21580)  0.37
H (-0.59839, -1.89304, 0.58240)  0.23
H (1.77672, 1.21874, -0.30015)  0.09
H (-1.99302, 1.95497, 0.34218)  0.27

## Properties
* SMILES: N/C=C(\C=O)C=S
* HOMO-LUMO gap: 0.2628 Ha


y:
The molecule C4H5NOS, computed with wB97M-V/def2-TZVPD.

Each line ends with the natural charge from an NBO analysis.
Atoms and positions in Å:
C (0.39598, 1.94337, 0.00181)  -0.05
C (1.55104, 1.15778, 0.08029)  -0.58
C (-0.42911, -0.59241, 0.31789)  -0.14
C (-1.53872, -1.47030, -0.02147)  -0.72
N (-0.78901, 1.47428, -0.00032)  -0.31
O (2.13064, -1.44830, 0.14982)  -0.90
S (1.14120, -0.46352, -0.25845)  1.49
H (0.48148, 3.03162, 0.01307)  0.22
H (2.56664, 1.49000, -0.02086)  0.25
H (-1.16215, -2.45791, -0.30314)  0.24
H (-2.17326, -1.08725, -0.82319)  0.25
H (-2.17473, -1.57737, 0.86454)  0.25

## Properties
* HOMO-LUMO gap (spin up / spin down): 0.2815 / 0.2600 Ha


z:
The molecule C4H5NOS, computed with wB97M-V/def2-TZVPD.

Each line ends with the natural charge from an NBO analysis.
Atoms and positions in Å:
H (-1.71811, 1.53977, -0.18548)  0.36
N (-0.63528, 1.52864, -0.14698)  -0.66
C (-0.07252, 0.47758, 0.26612)  0.47
C (1.34096, 0.44507, 0.45584)  -0.06
C (2.50565, 0.03995, 0.31662)  -0.19
S (4.14143, -0.12652, 0.13516)  0.14
O (-0.72112, -0.74662, 0.50924)  -0.49
C (-1.99897, -0.75972, 0.02874)  -0.29
H (4.18671, 0.18021, -1.12560)  0.14
H (-2.24653, -1.78431, 0.39235)  0.21
H (-1.90388, -0.60070, -1.08508)  0.19
H (-2.87834, -0.19335, 0.43909)  0.18

## Properties
* SMILES: [H]/N=C(/C#CS)OC
* HOMO-LUMO gap: 0.3543 Ha


z comes first in stability; the runner-up is 0.0121 hartree higher.


w:
A structure of composition C4H5NOS, computed with wB97M-V/def2-TZVPD.

Each line ends with the natural charge from an NBO analysis.
Atoms and positions in Å:
C (-0.30580, -0.05318, 0.10875)  0.21
C (0.60646, 0.46661, -1.07436)  -0.18
C (-1.12641, -0.60261, -2.02485)  0.17
C (-1.29753, -0.82389, -0.70458)  -0.37
H (0.32053, 0.42941, 3.36324)  0.15
H (1.66952, -0.07218, -1.15664)  0.22
H (0.93658, 1.54657, -1.11219)  0.24
H (-1.74211, -1.18619, -2.86714)  0.22
H (-2.02490, -1.39315, 0.05716)  0.25
N (-0.47336, -0.00892, 1.31000)  -0.53
O (0.04020, -0.02546, -2.30038)  -0.48
S (1.03574, 0.43875, 2.06992)  0.09

## Properties
* HOMO-LUMO gap: 0.3318 Ha


x:
The molecule C4H5NOS, computed with wB97M-V/def2-TZVPD.

Each line ends with the natural charge from an NBO analysis.
Atoms and positions in Å:
C (0.73602, 0.14528, -2.06582)  -0.32
C (-0.03959, 1.15095, -1.67788)  -0.30
C (-0.18923, 1.62610, -0.29083)  0.15
N (-0.55799, 1.03686, 0.79152)  -0.55
S (-1.04404, -0.61152, 0.73883)  0.40
C (0.48211, -1.44124, 0.94917)  0.20
O (1.58885, -0.96475, 0.87841)  -0.55
H (0.82544, -0.11781, -3.12410)  0.21
H (1.36579, -0.40534, -1.35188)  0.22
H (-0.56164, 1.76390, -2.42188)  0.22
H (0.03413, 2.67997, -0.15348)  0.19
H (0.30020, -2.56295, 1.17427)  0.14

## Properties
* SMILES: C=C/C=N\SC=O
* HOMO-LUMO gap: 0.3515 Ha


y:
A structure of composition C4H5NOS, computed with wB97M-V/def2-TZVPD.

Each line ends with the natural charge from an NBO analysis.
Atoms and positions in Å:
C (-2.37029, -0.65155, 1.32106)  -0.36
C (-1.17280, 0.06135, 1.09663)  -0.35
C (0.01682, -0.15076, 0.16880)  0.16
C (2.44218, 0.47243, -1.96389)  0.19
H (-3.31391, -0.11909, 2.13994)  0.24
H (-2.64939, -1.95816, 0.90005)  0.23
H (-1.01601, 1.04175, 1.73733)  0.24
H (0.20775, -1.62583, -0.30539)  0.20
H (3.10333, 1.13791, -2.65633)  0.17
N (0.78739, 0.95353, 0.18631)  -0.60
O (1.48861, -0.24678, -2.34430)  -0.53
S (2.47631, 1.08520, -0.28022)  0.41

## Properties
* HOMO-LUMO gap: 0.3246 Ha


x comes first in stability; the runner-up is 0.0556 hartree higher.


w:
A cluster of 2 separate species, C3H9IN2OS in total, computed with wB97M-V/def2-TZVPD.

Each line ends with the natural charge from an NBO analysis.
Atoms and positions in Å:
C (2.81054, -1.47882, -0.12233)  -0.45
C (-1.38611, -0.61979, -0.39049)  -0.44
C (-1.11404, 1.77449, 0.27878)  -0.43
N (1.51893, -0.99388, -0.09174)  -0.79
N (-0.55505, 0.48273, -0.02608)  -0.66
O (1.71106, 1.52875, 0.27142)  -0.94
S (0.99999, 0.42620, -0.44089)  1.77
I (-5.17876, 0.28408, 1.06004)  0.01
H (2.85827, -2.26490, 0.65142)  0.22
H (3.65481, -0.77465, 0.21625)  0.19
H (3.20518, -2.13161, -0.92937)  0.21
H (-2.34788, -0.47033, 0.13228)  0.22
H (-1.80791, -0.60164, -1.43659)  0.18
H (-0.67283, -1.45396, -0.28508)  0.26
H (-1.58776, 2.25467, -0.59175)  0.19
H (-1.79797, 1.55224, 1.12755)  0.21
H (-0.31049, 2.48643, 0.57656)  0.26

## Properties
* HOMO-LUMO gap (spin up / spin down): 0.2816 / 0.1660 Ha


x:
A cluster of 2 separate species, C3H9IN2OS in total, computed with wB97M-V/def2-TZVPD.

Each line ends with the natural charge from an NBO analysis.
Atoms and positions in Å:
C (2.32652, -1.06995, 1.77887)  -0.44
C (-0.03032, 1.68152, -0.55326)  -0.46
C (-1.50276, -0.03759, -1.51397)  -0.44
N (1.42543, -0.35306, 0.96497)  -0.76
N (-0.24635, 0.30372, -0.92653)  -0.62
O (0.32727, -2.17251, -0.47881)  -0.93
S (0.18603, -0.89049, 0.21841)  1.73
I (-4.58242, 0.10389, 0.85512)  -0.02
H (2.54048, -2.07107, 1.44095)  0.21
H (1.79275, -1.14416, 2.81368)  0.21
H (3.21551, -0.40221, 2.00422)  0.22
H (-0.89366, 2.20086, 0.03239)  0.18
H (0.92550, 1.81030, 0.06804)  0.25
H (-0.06350, 2.49172, -1.36090)  0.22
H (-2.28936, 0.41495, -1.06543)  0.18
H (-1.68554, 0.25952, -2.63441)  0.21
H (-1.44556, -1.12545, -1.64334)  0.25

## Properties
* HOMO-LUMO gap (spin up / spin down): 0.2814 / 0.1854 Ha


w comes first in stability; the runner-up is 0.0038 hartree higher.